No. 1
# C8H13N5O

A molecular structure, C8H13N5O in a non-equilibrium geometry (the ωB97M-V functional and the def2-TZVPD basis, the Open Molecules 2025 dataset).

## Properties
Relative energy (zero: lowest compared OMol25 entry of this formula, charge and spin) = 6.4772 eV
Max |F| = 7.4 eV Å⁻¹

Each line ends with the Löwdin charge.
Cartesian coordinates (Å):
C1 2.85 0.05 -0.05  -0.27
C2 2.09 2.16 0.03  -0.17
C3 0.55 0.26 -0.19  -0.32
C4 -1.37 -0.68 0.72  -0.27
C5 -2.75 -1.11 0.27  -0.20
C6 -2.75 1.20 0.05  -0.25
C7 -1.67 0.92 -0.89  -0.14
C8 1.56 -0.64 -0.55  -0.18
H1 4.76 -0.06 0.85  0.16
H2 3.93 -1.50 0.98  0.08
H3 2.18 3.19 -0.07  0.09
H4 -1.52 0.12 1.64  0.14
H5 -0.73 -1.59 1.47  0.21
H6 -3.48 -1.71 1.03  0.15
H7 -2.62 -1.93 -0.67  0.16
H8 -3.34 1.97 -0.32  0.10
H9 -2.40 1.44 1.25  0.18
H10 -1.22 1.80 -1.09  0.06
H11 -2.34 0.85 -1.94  0.20
H12 2.41 -2.45 -0.64  0.11
H13 0.73 -2.28 -1.22  0.11
N1 4.10 -0.81 0.17  0.00
N2 3.07 1.32 0.11  0.07
N3 0.82 1.60 0.03  0.13
N4 -0.70 -0.17 -0.41  -0.07
N5 1.46 -1.99 -0.56  0.10
O1 -3.64 0.06 0.01  -0.17

***

No. 2
# C8H13N6

2 unconnected molecules or ions with the total composition C8H13N6 in a non-equilibrium geometry (the ωB97M-V functional and the def2-TZVPD basis, the Open Molecules 2025 dataset).

## Properties
Total charge = +1
Relative energy (zero: lowest compared OMol25 entry of this formula, charge and spin) = 2.5564 eV
Max |F| = 5.1 eV Å⁻¹

Each line ends with the Löwdin charge.
Cartesian coordinates (Å):
C1 1.98 -0.33 0.09  -0.07
C2 -2.87 -0.42 -1.60  -0.05
C3 -3.18 -1.05 -0.38  -0.07
C4 -1.91 0.54 -1.66  0.00
C5 -2.63 -0.67 0.81  -0.01
C6 -1.51 1.04 -0.42  -0.21
C7 -1.75 0.46 0.81  -0.26
C8 4.09 -1.60 0.03  0.03
N1 1.62 0.95 -0.17  -0.01
N2 2.77 1.58 -0.43  -0.04
N3 3.77 0.84 -0.38  0.08
N4 3.31 -0.36 0.01  -0.13
N5 -1.12 0.97 1.94  0.12
N6 -0.64 2.19 -0.37  0.17
H1 -3.38 -0.83 -2.42  0.10
H2 -3.86 -1.87 -0.27  0.11
H3 -1.60 1.10 -2.50  0.11
H4 -2.84 -1.15 1.81  0.14
H5 1.27 -1.17 0.31  0.16
H6 4.74 -1.79 -0.78  0.09
H7 4.88 -1.48 0.78  0.12
H8 3.48 -2.38 0.09  0.05
H9 -0.31 1.57 1.76  0.08
H10 -0.87 0.35 2.68  0.09
H11 0.38 1.97 -0.35  0.07
H12 -0.60 2.75 0.46  0.14
H13 -0.74 2.99 -1.02  0.19

***

No. 3
# C8H13NO

A molecular structure, C8H13NO in a non-equilibrium geometry (the ωB97M-V functional and the def2-TZVPD basis, the Open Molecules 2025 dataset).

## Properties
Relative energy (zero: lowest compared OMol25 entry of this formula, charge and spin) = 4.3639 eV
Max |F| = 3.9 eV Å⁻¹

Each line ends with the Löwdin charge.
Cartesian coordinates (Å):
C1 1.67 0.05 -1.22  -0.02
C2 -0.17 -2.47 0.18  0.01
C3 -0.98 1.42 -1.59  -0.05
C4 -1.05 1.80 0.91  -0.06
C5 1.18 -0.26 1.19  -0.38
C6 0.72 0.35 -0.08  -0.22
C7 0.03 -1.23 0.98  -0.31
C8 -0.39 1.14 -0.24  -0.29
N1 -0.47 -0.80 2.11  0.13
O1 2.27 -0.39 1.71  0.09
H1 -0.75 -1.56 2.74  0.09
H2 2.46 -0.63 -0.90  0.09
H3 2.12 0.97 -1.58  0.10
H4 1.16 -0.43 -2.06  0.08
H5 0.65 -2.66 -0.51  0.08
H6 -1.09 -2.36 -0.41  0.10
H7 -0.27 -3.32 0.84  0.09
H8 -0.73 0.65 -2.32  0.07
H9 -0.62 2.38 -1.98  0.09
H10 -2.06 1.48 -1.53  0.08
H11 -1.19 1.08 1.75  0.06
H12 -0.43 2.60 1.33  0.10
H13 -2.04 2.19 0.67  0.08

***

No. 4
# C8H13NO2

C8H13NO2 in the gas phase in a non-equilibrium geometry (the ωB97M-V functional and the def2-TZVPD basis, the Open Molecules 2025 dataset).

## Properties
Relative energy (zero: lowest compared OMol25 entry of this formula, charge and spin) = 3.4182 eV
Structure (SMILES) = CC1(C)CCN=C[C@@H]1C(=O)O
Max |F| = 4.2 eV Å⁻¹

Each line ends with the Löwdin charge.
Cartesian coordinates (Å):
C1 0.59 1.14 1.06  -0.07
C2 0.05 0.52 -0.25  -0.45
C3 -0.02 1.59 -1.36  -0.07
C4 -1.44 -0.02 -0.04  -0.12
C5 -1.39 -1.58 -0.26  -0.25
N1 -0.43 -2.15 0.62  0.06
C6 0.77 -1.71 0.40  -0.15
C7 1.18 -0.64 -0.60  -0.15
C8 2.57 -0.29 -0.23  -0.52
O1 2.96 0.85 0.05  0.09
O2 3.25 -1.43 -0.03  0.06
H1 1.17 0.40 1.56  0.05
H2 -0.34 1.34 1.78  0.12
H3 1.21 2.11 0.98  0.12
H4 -0.64 2.47 -0.84  0.13
H5 -0.59 1.41 -2.33  0.10
H6 0.89 2.07 -1.42  0.04
H7 -2.15 0.43 -0.83  0.12
H8 -1.91 0.26 0.92  0.10
H9 -2.39 -2.04 -0.04  0.12
H10 -1.21 -1.58 -1.37  0.12
H11 1.56 -1.76 1.28  0.17
H12 1.30 -0.76 -1.84  0.23
H13 2.84 -2.34 -0.21  0.16

***

No. 5
# C8H13NO2

C8H13NO2 in the gas phase in a non-equilibrium geometry (the ωB97M-V functional and the def2-TZVPD basis, the Open Molecules 2025 dataset).

## Properties
Relative energy (zero: lowest compared OMol25 entry of this formula, charge and spin) = 5.4904 eV
Max |F| = 4.0 eV Å⁻¹

Each line ends with the Löwdin charge.
Cartesian coordinates (Å):
C1 1.88 0.21 0.85  -0.17
C2 2.52 -0.40 -0.13  -0.20
C3 1.03 1.37 0.64  -0.44
C4 0.73 1.83 -0.80  -0.08
C5 -0.64 1.21 -1.40  -0.09
C6 -0.93 -0.26 -1.15  0.04
C7 -1.83 0.10 1.08  0.00
C8 -1.15 -2.08 0.34  0.00
N1 -1.34 -0.69 0.00  -0.16
O1 3.27 -1.53 0.21  -0.10
O2 0.46 1.99 1.58  -0.04
H1 1.78 -0.17 1.81  0.07
H2 0.74 2.87 -0.87  0.10
H3 1.45 1.37 -1.42  0.06
H4 -1.45 1.87 -1.14  0.11
H5 -0.48 1.40 -2.46  0.11
H6 -0.57 -1.01 -1.80  0.13
H7 -2.93 0.06 1.05  0.13
H8 -1.56 -0.21 2.04  0.09
H9 -1.46 1.12 0.86  0.09
H10 -1.55 -2.29 1.27  0.07
H11 -1.71 -2.63 -0.46  0.13
H12 -0.07 -2.32 0.42  0.12
H13 3.81 -1.81 -0.52  0.05

***

No. 6
# C8H13NO3

C8H13NO3 in the gas phase in a non-equilibrium geometry (the ωB97M-V functional and the def2-TZVPD basis, the Open Molecules 2025 dataset).

## Properties
Relative energy (zero: lowest compared OMol25 entry of this formula, charge and spin) = 4.4205 eV
Structure (SMILES) = C[C@@]1(C=O)CCCC[C@@]1(O)N=O
Max |F| = 3.5 eV Å⁻¹

Each line ends with the Löwdin charge.
Cartesian coordinates (Å):
C1 0.23 0.79 -1.87  -0.01
C2 0.38 0.79 -0.31  -0.39
C3 1.49 1.73 0.03  -0.21
O1 1.17 2.57 0.81  0.08
C4 -0.80 1.18 0.49  -0.17
C5 -1.91 0.17 0.54  -0.22
C6 -1.42 -1.21 0.80  -0.18
C7 -0.20 -1.59 -0.06  -0.13
C8 0.86 -0.61 0.20  -0.61
O2 1.30 -0.40 1.45  0.06
N1 1.82 -1.12 -0.79  0.03
O3 2.66 -1.83 -0.30  0.05
H1 1.18 0.46 -2.36  0.09
H2 0.17 1.77 -2.18  0.05
H3 -0.68 0.27 -2.34  0.11
H4 2.49 1.58 -0.38  0.15
H5 -1.25 2.20 0.22  0.16
H6 -0.47 1.23 1.59  0.16
H7 -2.56 0.17 -0.36  0.12
H8 -2.54 0.51 1.44  0.14
H9 -0.96 -1.34 1.84  0.15
H10 -2.21 -1.88 0.48  0.11
H11 0.12 -2.59 0.36  0.15
H12 -0.42 -1.59 -1.20  0.16
H13 1.52 -1.27 1.91  0.16